Molecular formula: C38H94N7O9
Method: DFT, wB97M-V/def2-TZVPD

Geometry as ORCA input:
```
! RIJCOSX wB97M-V def2-TZVPD def2/J DEFGRID3
* xyz 1 1
C -6.1582 -2.6652 2.5038
C -6.2026 -1.2444 1.7571
C -7.1768 -1.2106 0.4880
C -6.6266 -2.0086 -0.7797
C -5.1826 -1.5573 -1.2949
N -4.5164 -2.7806 -1.9304
C -3.8550 -3.6176 -0.8706
C -4.4445 -5.1309 -0.9408
O -4.9389 -5.5804 0.1062
C -3.7000 -2.4723 -3.1474
C -2.2472 -1.8740 -2.9176
C -2.1733 -0.4529 -2.1840
C -0.9061 0.3460 -2.7510
C -0.8004 1.8328 -2.1473
O -0.0153 1.8813 -0.9150
C 0.6284 3.1521 -0.8212
C 0.1319 4.2260 0.2758
O 1.6014 3.4957 -1.5218
H -7.0232 -2.7387 3.2595
H -6.1966 -3.5665 1.8049
H -5.2050 -2.6803 3.1421
H -5.1304 -0.9361 1.5196
H -6.6014 -0.4523 2.4924
H -8.1458 -1.7459 0.8139
H -7.4894 -0.1473 0.2203
H -6.5908 -3.1313 -0.5388
H -7.3691 -1.8907 -1.6505
H -4.5263 -1.0504 -0.5208
H -5.3476 -0.8072 -2.1524
H -5.3283 -3.3443 -2.2659
H -2.7308 -3.7303 -0.9581
H -4.1047 -3.1509 0.1486
H -4.3424 -5.7367 -1.9184
H -4.2960 -1.7694 -3.8367
H -3.5980 -3.4599 -3.7365
H -1.7947 -1.7137 -3.9676
H -1.5685 -2.6743 -2.4412
H -1.9491 -0.6675 -1.0706
H -3.1496 0.1338 -2.1909
H -1.0506 0.4195 -3.8921
H 0.0325 -0.2407 -2.4655
H -0.2298 2.4507 -2.9285
H -1.8439 2.2892 -1.9806
H -0.6275 3.7558 0.9913
H -0.3392 5.1181 -0.2755
H 1.0609 4.5120 0.8670
C -7.7797 -6.8847 7.1195
C -6.5201 -6.3936 6.4112
C -6.3154 -4.8676 6.5014
O -7.1552 -4.1093 5.6358
C -8.4703 -3.9023 6.1260
N -6.5476 -6.8537 5.0167
H -8.6874 -6.6858 6.5480
H -7.7306 -7.9660 7.2716
H -7.8859 -6.4164 8.1019
H -5.6667 -6.8659 6.9095
H -5.2915 -4.6469 6.1812
H -6.4009 -4.5095 7.5341
H -8.4924 -3.7902 7.2135
H -9.1219 -4.7206 5.8135
H -8.8574 -2.9861 5.6756
H -5.6602 -6.6168 4.5770
H -7.2249 -6.2743 4.5199
C 4.5227 2.9463 -0.8402
C 5.5111 4.0981 -0.6771
C 6.4626 4.2693 -1.8780
O 7.5143 3.3119 -1.9356
C 7.1396 2.0598 -2.4860
N 6.2536 3.9167 0.5784
H 4.9817 1.9704 -0.6710
H 3.7071 3.0426 -0.1190
H 4.0819 2.9460 -1.8398
H 4.9215 5.0177 -0.5952
H 6.9581 5.2410 -1.7782
H 5.9128 4.2978 -2.8267
H 6.3952 2.1645 -3.2807
H 6.7688 1.3989 -1.6997
H 8.0331 1.5961 -2.9079
H 6.8341 4.7384 0.7356
H 6.9316 3.1691 0.4237
C 4.8755 0.6764 4.5322
C 4.9652 1.8943 3.6162
C 3.9121 2.9785 3.9239
O 2.5974 2.6709 3.4641
C 1.8658 1.8040 4.3139
N 4.8869 1.4483 2.2210
H 4.0513 0.0116 4.2686
H 5.7933 0.0854 4.4672
H 4.7493 0.9780 5.5759
H 5.9511 2.3440 3.7759
H 4.2023 3.8887 3.3891
H 3.8981 3.2361 4.9897
H 2.0954 1.9711 5.3700
H 2.0543 0.7631 4.0426
H 0.8024 1.9960 4.1561
H 5.0530 2.2498 1.6138
H 3.9135 1.2034 2.0361
C 7.6614 3.1726 -6.1039
C 7.7482 4.3938 -7.0148
C 6.6925 5.4738 -6.7016
O 5.3803 5.1646 -7.1609
C 4.6520 4.2921 -6.3143
N 7.6711 3.9516 -8.4129
H 6.8388 2.5068 -6.3702
H 8.5804 2.5843 -6.1714
H 7.5345 3.4703 -5.0591
H 8.7329 4.8455 -6.8536
H 6.9794 6.3875 -7.2325
H 6.6788 5.7268 -5.6345
H 4.8820 4.4556 -5.2572
H 4.8433 3.2528 -6.5901
H 3.5884 4.4815 -6.4705
H 7.8354 4.7534 -9.0185
H 6.6989 3.7044 -8.5992
C -10.0021 0.3389 -2.3182
C -8.8041 1.2840 -2.2822
C -8.8408 2.3717 -3.3742
O -8.4966 1.9082 -4.6750
C -9.5525 1.2610 -5.3685
N -7.5687 0.4908 -2.3527
H -9.9303 -0.4001 -3.1177
H -10.0751 -0.2157 -1.3783
H -10.9351 0.8926 -2.4491
H -8.8274 1.7947 -1.3134
H -8.0860 3.1247 -3.1235
H -9.8044 2.8932 -3.3913
H -10.5268 1.7022 -5.1409
H -9.5546 0.1930 -5.1402
H -9.3665 1.3662 -6.4385
H -6.7734 1.1145 -2.2221
H -7.4688 0.1724 -3.3183
C 7.8902 -3.2221 3.6989
C 8.4382 -1.7995 3.6233
C 9.7580 -1.6869 2.8333
O 10.9069 -2.1426 3.5396
C 11.0876 -3.5489 3.5242
N 8.5769 -1.2697 4.9860
H 8.4254 -3.8404 4.4209
H 6.8417 -3.2073 4.0086
H 7.9410 -3.7150 2.7240
H 7.6913 -1.1952 3.0965
H 9.9402 -0.6256 2.6342
H 9.6855 -2.1776 1.8553
H 10.7620 -3.9963 2.5806
H 10.5613 -4.0057 4.3648
H 12.1518 -3.7528 3.6549
H 8.8407 -0.2879 4.9284
H 9.3954 -1.7146 5.4024
*
```

As for the HOMO energy: -10.121 eV. The calculation puts the energy above the lowest of the compared OMol25 structures with the same formula, charge and spin at 2.665 eV. The calculation puts the maximum force at 4.5 eV Å⁻¹.

=====

Molecular formula: C5H6O
Method: DFT, wB97M-V/def2-TZVPD

Geometry as ORCA input:
```
! RIJCOSX wB97M-V def2-TZVPD def2/J DEFGRID3
* xyz 0 1
C -1.8020 0.3467 -0.1001
C -0.9874 -0.9453 -0.2438
C 0.4204 -0.6031 -0.0322
C 1.4951 -0.0780 0.1414
C 2.7615 0.5960 0.3408
O 2.8620 1.8006 0.4184
H -1.7692 0.6924 0.9376
H -1.3580 1.1263 -0.7254
H -2.8461 0.2136 -0.3931
H -1.1107 -1.3868 -1.2403
H -1.3116 -1.7028 0.4795
H 3.6460 -0.0596 0.4170
*
```

As for the HOMO energy: -10.344 eV. The calculation puts the energy above the lowest of the compared OMol25 structures with the same formula, charge and spin at 1.826 eV. The calculation puts the maximum force at 0.5 eV Å⁻¹.

=====

Molecular formula: C29H66BrInO14P3
Method: DFT, wB97M-V/def2-TZVPD

Geometry as ORCA input:
```
! RIJCOSX wB97M-V def2-TZVPD def2/J DEFGRID3
* xyz -1 1
C -0.2820 -0.1751 0.1879
C -0.3749 1.1262 -0.0323
In -0.7043 3.3541 -0.4590
Br -1.3828 3.4855 -3.0261
C -2.3455 4.2328 0.8079
C -3.5503 4.9431 -0.0614
C -4.9279 4.3288 0.5070
C -6.2622 5.0849 0.0143
C -6.6797 4.7569 -1.5252
O -7.9603 4.0780 -1.6018
C -7.8262 2.6547 -1.8505
C -8.4725 1.8906 -0.5663
O 1.1124 4.4447 -0.3120
C 2.1999 3.6786 -0.8992
C 2.5483 4.1362 -2.4296
H -0.2790 -1.3139 0.1098
H -1.9035 4.9966 1.5628
H -2.8249 3.3674 1.4108
H -3.3313 4.6945 -1.1592
H -3.4244 6.0739 0.1025
H -4.8654 4.3645 1.6564
H -4.9625 3.2236 0.1594
H -6.1685 6.2162 0.1778
H -7.1231 4.7291 0.7062
H -5.8145 4.2293 -2.0613
H -6.8353 5.7955 -2.0272
H -8.5141 2.3922 -2.7524
H -6.7677 2.3021 -2.1107
H -8.2199 0.7731 -0.5210
H -8.0770 2.3996 0.3827
H -9.6092 2.0553 -0.6259
H 2.0215 2.5443 -0.8144
H 3.1557 3.8973 -0.2707
H 1.5820 4.4975 -2.9530
H 3.0736 3.2882 -3.0176
H 3.3118 5.0102 -2.4009
O 0.5381 3.4814 -10.2990
P 0.8217 3.7356 -8.8124
O 1.5855 5.1902 -9.0179
C 0.7832 6.3428 -9.2202
C 0.0657 6.7532 -7.9466
O 2.1853 2.7807 -8.7404
C 2.3458 1.7001 -9.6513
C 3.1412 2.1328 -10.8732
O 1.0470 3.9681 -7.1270
C 0.1968 3.1782 -6.2883
C 0.4480 1.6886 -6.4453
H 0.0626 6.1594 -10.0246
H 1.4485 7.1485 -9.5381
H -0.6786 6.0055 -7.6594
H -0.4479 7.7085 -8.0830
H 0.7693 6.8449 -7.1162
H 1.3746 1.2817 -9.9320
H 2.8878 0.9050 -9.1324
H 2.7862 3.0813 -11.2852
H 3.0894 1.3710 -11.6558
H 4.1905 2.2852 -10.6068
H -0.8467 3.4183 -6.5099
H 0.3957 3.4737 -5.2552
H 0.1523 1.3406 -7.4408
H -0.1258 1.1220 -5.7077
H 1.5091 1.4574 -6.3218
O 3.4151 1.2107 5.4352
P 3.4310 -0.3227 5.4906
O 4.8749 -0.5187 4.7039
C 6.0697 -0.3250 5.4430
C 6.3059 -1.4561 6.4280
O 2.4366 -0.5465 4.1761
C 1.4983 0.4634 3.8096
C 2.0839 1.3966 2.7628
O 3.3998 -2.0346 5.6468
C 2.5188 -2.5219 6.6590
C 1.0642 -2.1897 6.3711
H 6.0335 0.6372 5.9652
H 6.8921 -0.2906 4.7253
H 5.5478 -1.4523 7.2161
H 7.2871 -1.3590 6.9003
H 6.2481 -2.4256 5.9278
H 1.1565 1.0133 4.6919
H 0.6184 -0.0346 3.3942
H 3.0947 1.7279 3.0188
H 1.4497 2.2774 2.6351
H 2.1620 0.8840 1.8011
H 2.8242 -2.1113 7.6262
H 2.6423 -3.6074 6.7020
H 0.8861 -1.1116 6.4305
H 0.4068 -2.6785 7.0950
H 0.7833 -2.5108 5.3650
O -0.1120 -6.7913 2.6704
P -0.0679 -7.7379 3.8766
O -0.8367 -6.7232 4.9340
C -2.2514 -6.6307 4.8628
C -2.9195 -7.8900 5.3850
O 1.4950 -7.3701 4.3168
C 2.4180 -6.8983 3.3397
C 2.4426 -5.3785 3.3049
O -0.0267 -8.8806 5.1601
C 0.1872 -10.2341 4.7559
C 1.5419 -10.4378 4.0982
H -2.5607 -6.4317 3.8313
H -2.5512 -5.7791 5.4769
H -2.7140 -8.7414 4.7300
H -4.0032 -7.7581 5.4402
H -2.5431 -8.1469 6.3778
H 2.1900 -7.3188 2.3557
H 3.4100 -7.2681 3.6127
H 1.4384 -4.9460 3.2889
H 2.9895 -5.0222 2.4283
H 2.9322 -4.9885 4.2012
H -0.6181 -10.5372 4.0803
H 0.1213 -10.8538 5.6541
H 1.5973 -9.9158 3.1381
H 1.7248 -11.4996 3.9134
H 2.3437 -10.0454 4.7286
*
```

As for the HOMO energy: -5.893 eV. The calculation puts the maximum force at 9.8 eV Å⁻¹.

=====

- Among the records above, which one has the lowest maximum force?
  C5H6O

=====

- Number 3 is which compound?
  C29H66BrInO14P3

=====

- The lowest HOMO belongs to which entry?
  C5H6O

=====

- Which of these has the highest HOMO?
  C29H66BrInO14P3